[1]
Below is a structure of composition C21H15Cl2InO3PTi at a distorted geometry, with properties calculated with wB97M-V/def2-TZVPD.

Geometry as XYZ:
```
44
Properties=species:S:1:pos:R:3:lowdin_charge:R:1
In -4.62427 1.71419 -1.70627 0.8524
Ti -2.07664 0.33049 -0.99086 0.1476
Cl -2.24644 2.49383 0.00680 0.1254
Cl -1.42661 0.42134 -3.15113 0.2641
C -2.34653 -1.77735 -1.08003 0.0090
C -5.85366 3.34859 -0.44248 0.0248
C -6.19234 1.35797 -3.56537 0.0135
O -2.13187 -2.82755 -1.55826 0.2290
O -6.49978 3.84345 0.36427 0.2349
O -7.13946 1.05415 -4.14160 0.2147
C 2.88641 -2.43470 -2.67108 0.0845
C 1.95797 -3.01727 -1.80834 0.0627
C 1.11165 -2.22599 -1.03394 -0.0473
C 1.24378 -0.83633 -1.10952 -0.2905
C 2.12814 -0.23220 -2.01936 -0.0030
C 2.96226 -1.04182 -2.78248 0.0314
P 0.16398 0.26114 -0.13200 0.9872
C -0.38350 -0.70149 1.30315 -0.3837
C -1.75681 -0.66351 1.59100 -0.1597
C -2.27297 -1.49863 2.59157 -0.0059
C -1.42380 -2.39027 3.26011 0.0293
C -0.05509 -2.42374 2.95898 0.0250
C 0.47855 -1.56621 1.99582 -0.0674
C 1.30799 1.47709 0.56095 -0.3163
C 1.86374 1.33100 1.84421 -0.0331
C 2.92675 2.14401 2.26741 0.0130
C 3.40499 3.17733 1.44042 0.0423
C 2.78798 3.39462 0.19217 0.0032
C 1.73228 2.57043 -0.22483 -0.0803
H 3.53401 -3.06139 -3.27915 0.1594
H 1.86717 -4.09790 -1.73670 0.1547
H 0.35950 -2.68794 -0.38512 0.1142
H 2.16810 0.85581 -2.13560 0.1251
H 3.65322 -0.57203 -3.48065 0.1494
H -2.49552 0.00020 1.00461 0.0471
H -3.35534 -1.45704 2.77771 0.1432
H -1.85084 -3.04700 4.02230 0.1494
H 0.60231 -3.10467 3.49392 0.1456
H 1.54505 -1.56653 1.77469 0.1351
H 1.47620 0.59924 2.54972 0.1076
H 3.37313 1.99870 3.26356 0.1466
H 4.22745 3.82889 1.78015 0.1534
H 3.13277 4.22816 -0.44007 0.1445
H 1.23609 2.80092 -1.16870 0.1178
```

Properties
* total charge: +4
* Kohn-Sham gap (alpha / beta): 5.044 / 3.739 eV
* HOMO energy (alpha / beta): -20.46 / -20.03 eV
* multiplicity: 2
* ⟨S²⟩: 0.793


[2]
Below is the molecule C7H14Cl2O2 at a distorted geometry, with properties calculated with wB97M-V/def2-TZVPD.

Geometry as XYZ:
```
25
Properties=species:S:1:pos:R:3:lowdin_charge:R:1
C -3.14883 -0.21983 -0.63503 -0.0529
C -2.04888 -0.74357 0.30520 -0.2517
O -0.88196 0.03872 0.03188 -0.1147
C 0.37377 -0.39117 0.53994 -0.6574
C 0.44885 -0.60492 2.08843 0.0054
O 1.30541 0.64316 0.31331 -0.1415
C 1.50343 1.09613 -1.02835 -0.2764
C 2.00712 2.52533 -0.86967 -0.0771
C 0.86467 -1.67057 -0.12531 -0.9369
Cl 2.60598 -1.95567 0.12530 0.6534
Cl 0.43084 -1.82974 -1.89321 0.6062
H -2.77271 -0.36669 -1.67700 0.0883
H -4.10592 -0.77588 -0.52965 0.0835
H -3.35002 0.80889 -0.37787 0.0694
H -1.84255 -1.77374 0.18090 0.0938
H -2.31072 -0.57100 1.35117 0.1176
H 0.19224 0.35051 2.58912 0.1052
H 1.49719 -0.94163 2.32493 0.0819
H -0.24927 -1.40331 2.41342 0.0888
H 2.24040 0.44532 -1.56954 0.1058
H 0.51953 1.03713 -1.50044 0.1036
H 2.25220 3.03188 -1.82762 0.0770
H 1.22488 3.16115 -0.36870 0.0886
H 2.90165 2.60197 -0.20397 0.0846
H 0.34268 -2.49247 0.34277 0.0554
```

Properties
* Kohn-Sham gap: 10.860 eV
* HOMO energy: -10.10 eV
* multiplicity: 1
* energy relative to the best compared isomer or geometry (same formula, charge and spin): 0.0 kcal per mole


[3]
Below is a structure of composition C20H17N3O3Sn at a distorted geometry, with properties calculated with wB97M-V/def2-TZVPD.

Geometry as XYZ:
```
44
Properties=species:S:1:pos:R:3:lowdin_charge:R:1
Sn -0.00299 1.21167 1.05479 1.2280
O -3.94313 0.43729 -0.11413 0.0525
C -2.96084 0.49148 0.58884 -0.5127
N -2.05326 1.47736 0.50541 -0.1302
C -2.42638 2.53935 -0.44670 -0.1256
C -1.18451 3.09981 -1.17936 -0.2295
C -1.37816 4.07409 -2.12280 -0.0331
C -0.30881 4.65802 -2.74619 -0.0400
C 0.98710 4.32450 -2.34606 -0.0301
C 1.08875 3.33570 -1.40194 -0.1328
N 0.06111 2.68664 -0.87299 -0.0062
C -2.63826 -0.57927 1.59869 -0.2355
C -3.49328 -1.63578 1.77380 0.0246
C -3.22220 -2.54999 2.79708 -0.0588
C -2.13429 -2.34803 3.53791 -0.0714
C -1.28800 -1.27116 3.28092 -0.1117
N -1.55556 -0.44852 2.30504 0.0179
H -2.83201 3.43397 0.03965 0.1338
H -3.10063 2.10917 -1.12943 0.0998
H -2.37733 4.34026 -2.39931 0.1188
H -0.45562 5.35615 -3.52355 0.0993
H 1.86820 4.73413 -2.73307 0.0923
H 2.01632 2.98196 -0.95069 0.1043
H -4.32816 -1.64625 1.02895 0.1395
H -3.84746 -3.40067 2.97022 0.1087
H -1.82326 -3.00701 4.37889 0.1249
H -0.46170 -1.05870 3.93394 0.1144
C 4.49481 -0.39500 -1.23127 -0.0045
C 3.04812 -0.28761 -0.76252 -0.4037
O 2.49294 0.76087 -0.88530 0.0124
C 2.36318 -1.50024 -0.17504 -0.0723
C 3.08096 -2.76353 -0.03405 -0.0451
C 2.46309 -3.98205 0.04682 -0.0993
C 1.05518 -3.95137 -0.03131 -0.1119
C 0.33960 -2.81571 -0.04025 -0.0216
C 0.96235 -1.51629 -0.15962 -0.3698
O 0.22572 -0.44432 -0.20504 -0.2888
H 4.36571 -0.51268 -2.30076 0.0888
H 5.09503 -1.23610 -0.85621 0.0646
H 4.93666 0.58868 -1.04744 0.0858
H 4.17091 -2.75582 -0.14167 0.0907
H 3.02710 -4.94007 0.10816 0.1109
H 0.45318 -4.82762 -0.01596 0.0926
H -0.78018 -2.76730 -0.09646 0.1300
```

Properties
* Kohn-Sham gap: 8.262 eV
* HOMO energy: -7.76 eV
* multiplicity: 1


[4]
Below is a structure of composition C32H48F12FeO24P2 at a distorted geometry, with properties calculated with wB97M-V/def2-TZVPD.

Geometry as XYZ:
```
119
Properties=species:S:1:pos:R:3:lowdin_charge:R:1
Fe 14.69931 -2.50908 -4.04378 0.9920
P 14.57337 -2.46500 -7.29118 0.2381
F 15.39561 -3.49509 -8.29142 -0.1538
F 13.43395 -3.60336 -7.27133 -0.1313
F 15.17603 -3.12642 -5.98319 -0.1598
F 13.71034 -1.51238 -6.29925 -0.1587
F 15.79620 -1.37979 -7.31329 -0.1483
F 13.88733 -1.56277 -8.48925 -0.1647
P 13.50943 -5.00570 -3.08747 0.2650
F 13.87494 -3.66161 -2.25782 -0.1537
F 14.30348 -5.89822 -2.00488 -0.1147
F 12.04188 -5.21372 -2.46015 -0.0961
F 13.32038 -6.24443 -4.16654 -0.1452
F 13.05672 -3.89718 -4.19243 -0.1837
F 14.97746 -4.75182 -3.82384 -0.2086
C 16.49551 3.49182 -6.09024 -0.0032
C 16.92859 2.46359 -5.06585 -0.2678
C 16.43372 2.51895 -3.61013 -0.0921
O 16.00688 1.21599 -3.39192 0.1119
C 15.94745 0.49738 -4.53164 -0.4828
O 15.58168 -0.67129 -4.56988 0.0654
O 16.46268 1.17829 -5.50523 0.1261
H 15.41250 3.58914 -6.18628 0.0970
H 16.89735 3.27135 -7.08081 0.0800
H 16.76950 4.54836 -6.05807 0.1000
H 18.01050 2.34792 -4.99809 0.1523
H 15.84786 3.42091 -3.43573 0.1440
H 17.40519 2.69655 -3.14720 0.1349
C 17.00497 0.84154 -9.22250 -0.0040
C 15.90638 1.68266 -9.91080 -0.3182
C 14.45140 1.47380 -9.57306 -0.0796
O 13.89586 2.75424 -9.26342 0.0609
C 14.90974 3.66903 -9.26965 -0.5103
O 14.82931 4.76611 -8.79374 0.1392
O 16.08416 3.06261 -9.70396 0.0583
H 17.05696 0.76832 -8.13673 0.0598
H 17.95731 1.28104 -9.52778 0.0862
H 17.05880 -0.15666 -9.65788 0.0670
H 16.09309 1.55842 -10.97941 0.1450
H 14.32135 0.88240 -8.66695 0.1240
H 13.90733 1.11629 -10.44605 0.1395
C 16.58830 -5.85567 -6.61723 -0.0047
C 16.57803 -7.28776 -6.03834 -0.2898
C 15.19159 -7.93094 -5.86393 -0.0733
O 15.27811 -8.99397 -6.81968 0.0692
C 16.41040 -8.95115 -7.52029 -0.5672
O 16.72566 -9.75934 -8.35488 0.1466
O 17.30389 -8.15876 -6.88435 0.0811
H 17.36048 -5.11718 -6.41207 0.0672
H 15.64457 -5.39327 -6.32223 0.0490
H 16.42155 -5.85656 -7.69672 0.0822
H 17.05803 -7.33956 -5.06038 0.1500
H 14.34601 -7.30195 -6.13950 0.1175
H 14.98719 -8.31576 -4.86634 0.1325
C 13.76763 -4.48529 -10.48284 -0.0129
C 14.12820 -5.97213 -10.66457 -0.2487
C 13.05409 -6.63797 -11.49309 -0.1176
O 13.61754 -7.17293 -12.67957 0.0924
C 14.93107 -6.80600 -12.62899 -0.5201
O 15.80041 -7.21873 -13.40862 0.1162
O 15.16499 -5.94173 -11.65427 0.0780
H 13.08804 -4.15688 -11.27200 0.0949
H 14.67803 -3.89538 -10.55922 0.0557
H 13.17984 -4.26882 -9.59193 0.0552
H 14.18801 -6.42956 -9.67805 0.1553
H 12.11585 -6.12241 -11.69441 0.1292
H 12.75849 -7.49134 -10.87545 0.1342
C 17.44272 -3.09634 -11.50722 -0.0089
C 16.29582 -2.74218 -12.41383 -0.2692
C 15.33688 -1.61193 -11.91091 -0.1152
O 15.54000 -0.54578 -12.79094 0.0671
C 16.28775 -0.99134 -13.84756 -0.5654
O 16.56792 -0.32362 -14.85696 0.1033
O 16.73250 -2.17155 -13.67267 0.1241
H 17.13778 -3.06519 -10.46261 0.0763
H 18.31422 -2.47790 -11.73532 0.0942
H 17.89389 -4.04573 -11.80095 0.0916
H 15.72447 -3.62183 -12.70648 0.1380
H 15.59242 -1.51366 -10.85545 0.1064
H 14.33846 -2.03970 -12.00712 0.1252
C 20.25981 -2.99543 -6.39642 -0.0053
C 19.84309 -3.01445 -4.94274 -0.2820
C 19.86797 -1.62864 -4.21235 -0.0150
O 18.51946 -1.54541 -3.62360 0.0805
C 17.86247 -2.66782 -3.97047 -0.5754
O 16.78752 -2.92594 -3.45946 0.0848
O 18.47690 -3.39409 -4.80203 0.1418
H 19.50392 -2.43078 -6.94329 0.0988
H 20.16113 -3.99957 -6.80986 0.0934
H 21.30317 -2.68691 -6.35083 0.1004
H 20.43136 -3.76140 -4.40879 0.1586
H 20.13461 -0.83371 -4.90652 0.1313
H 20.48241 -1.64375 -3.31413 0.1336
C 9.86648 -2.07778 -7.75378 -0.0105
C 10.52570 -2.96588 -8.83918 -0.2860
C 10.40643 -4.50287 -8.59817 -0.0958
O 10.22165 -4.96655 -9.91445 0.0452
C 9.83350 -3.96652 -10.75110 -0.5338
O 9.66926 -4.15892 -11.94179 0.1363
O 9.81954 -2.80704 -10.07958 0.0908
H 9.82207 -1.02512 -8.02923 0.0820
H 10.36826 -2.19211 -6.79288 0.0774
H 8.84305 -2.43861 -7.63855 0.0829
H 11.57826 -2.69065 -8.90888 0.1193
H 9.65139 -4.75631 -7.85350 0.1336
H 11.36709 -4.82026 -8.19235 0.1136
C 9.91991 0.80627 -1.10757 -0.0019
C 10.01719 0.28075 -2.56007 -0.2984
C 10.51936 1.06927 -3.72855 -0.0496
O 11.81281 0.53198 -4.08941 0.1443
C 11.87219 -0.63667 -3.57425 -0.5105
O 12.80992 -1.41692 -3.67959 0.0774
O 11.01308 -0.76621 -2.51107 0.0831
H 9.63254 -0.07276 -0.53561 0.0930
H 9.33204 1.72257 -1.06237 0.0877
H 10.90541 1.14855 -0.78584 0.0882
H 9.09141 -0.26477 -2.74724 0.1509
H 10.62763 2.12122 -3.46866 0.1439
H 9.76240 0.94750 -4.50229 0.1422
```

Properties
* Kohn-Sham gap (alpha / beta): 9.818 / 9.761 eV
* HOMO energy (alpha / beta): -10.35 / -10.35 eV
* multiplicity: 5
* energy relative to the best compared isomer or geometry (same formula, charge and spin): 26.1 kcal per mole
* ⟨S²⟩: 6.005


[5]
Below is a cluster of 2 separate species, C6H8 in total at a distorted geometry, with properties calculated with wB97M-V/def2-TZVPD.

Geometry as XYZ:
```
14
Properties=species:S:1:pos:R:3:lowdin_charge:R:1
C -1.73671 -1.29715 -0.22469 0.0107
C -1.13362 -0.22282 0.20823 -0.1535
C -0.36920 0.71117 0.57432 -0.1806
C 0.01457 0.84754 2.03958 -0.0906
H -1.05419 -2.12246 -0.54144 0.0711
H -2.71631 -1.64243 -0.41690 0.0324
H 0.13907 1.22349 -0.21206 0.0819
H -0.89892 0.92618 2.66923 0.0848
H 0.65702 0.04658 2.41351 0.0747
H 0.48369 1.72815 2.36587 0.0383
C 1.46162 0.09036 -2.79628 0.0444
C 1.88608 -0.21882 -1.68018 0.0236
H 0.84768 0.33953 -3.54884 -0.0226
H 2.41923 -0.40932 -0.85036 -0.0145
```

Properties
* Kohn-Sham gap: 10.353 eV
* HOMO energy: -9.32 eV
* multiplicity: 1
* energy relative to the best compared isomer or geometry (same formula, charge and spin): 94.4 kcal per mole


[6]
Below is a structure of composition CH2N2O3S at a distorted geometry, with properties calculated with wB97M-V/def2-TZVPD.

Geometry as XYZ:
```
9
Properties=species:S:1:pos:R:3:lowdin_charge:R:1
C -0.91434 0.85186 0.79591 -0.4777
N -1.23599 0.57702 -0.35853 0.1390
N 1.50239 0.14413 0.40128 -0.1667
O -0.66627 1.42318 1.71274 0.2645
O -0.17088 -1.86587 0.50601 -0.2988
O 0.69022 -0.97557 -1.72226 -0.3157
S 0.57386 -0.86443 -0.27855 0.6573
H -2.08985 0.32096 -0.87451 0.1440
H 2.31086 0.38874 -0.18208 0.0541
```

Properties
* Kohn-Sham gap: 10.975 eV
* HOMO energy: -10.87 eV
* multiplicity: 1
* energy relative to the best compared isomer or geometry (same formula, charge and spin): 44.8 kcal per mole